No. 1
AsF6H16O8 as an isolated structure, computed with ωB97M-V/def2-TZVPD.

Charge: -1
Lowest unoccupied orbital energy: 2.43 eV
HOMO level: -0.3128 Eh
Molar mass: 333.03 g mol⁻¹

XYZ file:
```
31
AsF6H16O8 | the Open Molecules 2025 dataset | ωB97M-V/def2-TZVPD
As 7.65 4.91 22.92
F 7.79 3.42 21.99
F 6.11 5.46 22.12
F 7.61 6.38 23.92
F 9.10 4.47 23.93
F 8.69 5.76 21.68
F 6.53 4.03 24.03
O 3.73 2.26 24.45
H 3.41 1.48 24.00
H 4.50 2.53 23.95
O 9.24 6.39 26.55
H 8.57 5.96 26.01
H 9.69 5.66 26.99
O 9.85 3.67 19.61
H 9.43 2.83 19.40
H 9.21 4.13 20.15
O 2.38 5.03 22.59
H 3.21 5.47 22.72
H 2.52 4.45 21.84
O 10.39 2.50 25.33
H 9.86 3.17 24.88
H 10.70 2.95 26.12
O 6.11 1.15 20.57
H 6.80 0.51 20.41
H 6.52 1.79 21.16
O 7.70 8.81 22.47
H 8.09 8.17 23.07
H 6.76 8.64 22.50
O 5.28 4.85 18.92
H 5.07 5.30 19.74
H 6.14 5.19 18.67
```

These are the natural (NBO) partial charges, in e, on atoms 1 to 4: number 1, As, carries 2.80; number 2, F, carries -0.63; number 3, F, carries -0.64; number 4, F, carries -0.63

No. 2
A 2-piece molecular cluster, C3H4N2O2 overall, computed with ωB97M-V/def2-TZVPD.

Lowest unoccupied orbital energy: 0.02 eV
HOMO level: -0.3653 Eh
Molar mass: 100.08 g mol⁻¹

XYZ file:
```
11
C3H4N2O2 | the Open Molecules 2025 dataset | ωB97M-V/def2-TZVPD
N -1.79 -0.41 0.16
C -0.47 -0.17 -0.15
C -0.10 1.31 -0.12
O 1.01 1.72 -0.34
C 2.73 -0.16 0.91
O 3.52 -0.41 0.13
N 0.45 -1.01 -0.39
H -2.17 -1.31 -0.09
H -2.45 0.36 0.10
H -0.93 2.00 0.12
H 0.11 -1.97 -0.33
```

These are the natural (NBO) partial charges, in e, on atoms 1 to 4: number 1, N, carries -0.82; number 2, C, carries 0.32; number 3, C, carries 0.38; number 4, O, carries -0.45

No. 3
One molecule with the formula C7H6, computed with ωB97M-V/def2-TZVPD.

Lowest unoccupied orbital energy: 0.82 eV
HOMO level: -0.3352 Eh
Molar mass: 90.12 g mol⁻¹
SMILES: C#CCC#CC=C

XYZ file:
```
13
C7H6 | the Open Molecules 2025 dataset | ωB97M-V/def2-TZVPD
C 4.00 -0.39 0.61
C 2.93 -0.14 0.12
C 1.65 0.42 -0.41
C 0.20 0.12 0.00
C -0.95 0.09 0.31
C -2.32 -0.21 0.51
C -3.38 -0.22 -0.32
H 5.05 -0.69 0.85
H 1.48 0.17 -1.51
H 1.60 1.55 -0.33
H -2.58 -0.39 1.59
H -4.46 -0.35 0.02
H -3.21 0.04 -1.41
```

These are the natural (NBO) partial charges, in e, on atoms 1 to 4: number 1, C, carries -0.22; number 2, C, carries -0.01; number 3, C, carries -0.54; number 4, C, carries 0.06

No. 4
A 2-piece molecular cluster, C4H8Cl2OS overall, computed with ωB97M-V/def2-TZVPD.

Lowest unoccupied orbital energy: -0.87 eV
HOMO level: -0.3317 Eh
Molar mass: 175.08 g mol⁻¹

XYZ file:
```
16
C4H8Cl2OS | the Open Molecules 2025 dataset | ωB97M-V/def2-TZVPD
C -1.03 0.06 -0.20
C -0.77 -1.05 -1.28
C 0.09 0.64 0.63
C 1.29 1.06 -0.18
H -2.22 -1.36 0.76
H -1.39 0.90 -0.73
H -1.62 -1.11 -1.91
H 0.18 -0.70 -1.87
H -0.19 1.39 1.22
H 2.31 -0.12 2.54
H 2.04 0.29 -0.43
H 1.27 1.66 -1.25
O -2.26 -0.35 0.40
S 0.56 -0.93 1.73
Cl -0.62 -2.64 -0.23
Cl 2.37 2.23 0.81
```

These are the natural (NBO) partial charges, in e, on atoms 1 to 4: number 1, C, carries 0.05; number 2, C, carries -0.32; number 3, C, carries -0.31; number 4, C, carries -0.38

No. 5
A 8-piece molecular cluster, C47H87BBr2N3O18 overall, computed with ωB97M-V/def2-TZVPD.

Charge: +1
Lowest unoccupied orbital energy: -4.46 eV
HOMO level: -0.3912 Eh
Molar mass: 1152.84 g mol⁻¹

XYZ file:
```
158
C47H87BBr2N3O18 | the Open Molecules 2025 dataset | ωB97M-V/def2-TZVPD
C 6.36 -3.99 -1.76
C 5.60 -2.59 -1.34
O 6.46 -1.40 -1.38
C 6.76 -0.98 -2.77
C 5.72 0.18 -3.32
C 4.96 -0.42 -4.68
C 5.72 -0.48 -6.17
B 7.29 0.01 -6.39
O 7.97 1.06 -5.59
O 8.11 -0.60 -7.49
C 8.37 0.58 -8.37
N 5.00 -1.00 -7.41
C 3.57 -1.50 -7.43
N 2.80 -1.99 -8.64
C 3.57 -2.79 -9.46
C 3.25 -2.74 -11.10
C 4.74 -3.84 -8.99
C 2.73 -1.52 -5.99
C 1.17 -2.09 -5.96
Br -0.38 -0.94 -6.55
C 0.99 -3.49 -5.43
C -0.48 -4.21 -5.28
Br 2.61 -4.56 -4.87
C 3.41 -0.97 -4.57
C 2.51 -0.96 -3.20
C 1.16 -0.03 -3.25
O 0.80 0.26 -1.82
C 1.35 1.43 -3.97
N -0.04 1.87 -4.48
H 7.14 -4.33 -0.93
H 6.95 -3.87 -2.77
H 5.54 -4.83 -1.96
H 5.18 -2.75 -0.24
H 4.66 -2.40 -2.04
H 7.84 -0.51 -2.80
H 6.72 -1.85 -3.55
H 6.32 1.18 -3.57
H 4.93 0.49 -2.49
H 8.96 0.90 -5.66
H 8.65 0.23 -9.46
H 7.37 1.21 -8.34
H 9.21 1.26 -7.89
H 5.53 -1.00 -8.33
H 3.95 -1.96 -11.66
H 3.35 -3.83 -11.58
H 2.10 -2.45 -11.19
H 5.06 -4.48 -9.91
H 4.28 -4.50 -8.14
H 5.71 -3.24 -8.62
H -0.32 -5.20 -4.66
H -0.89 -4.40 -6.37
H -1.17 -3.47 -4.66
H 2.13 -2.08 -3.05
H 3.14 -0.72 -2.22
H 0.29 -0.69 -3.68
H 1.37 1.05 -1.50
H 1.71 2.29 -3.26
H 2.04 1.44 -4.91
H 0.03 1.93 -5.54
H -0.75 1.12 -4.32
O -3.54 0.37 3.88
C -2.90 0.44 2.84
O -3.05 -0.51 1.89
C -2.49 -0.44 0.56
C -1.06 -0.93 0.54
C -1.88 1.52 2.63
H -2.60 0.57 0.15
H -3.11 -1.09 -0.07
H -0.41 -0.31 1.17
H -0.67 -0.92 -0.48
H -1.00 -1.95 0.94
H -0.94 1.23 3.09
H -2.25 2.44 3.10
H -1.72 1.77 1.58
O -1.83 3.04 5.74
C -2.98 3.47 5.68
O -3.22 4.75 5.32
C -4.52 5.29 5.04
C -5.20 5.75 6.32
C -4.14 2.61 6.10
H -5.13 4.58 4.47
H -4.37 6.15 4.39
H -5.37 4.91 7.01
H -6.17 6.21 6.10
H -4.57 6.47 6.85
H -4.25 2.66 7.19
H -3.92 1.57 5.81
H -5.08 2.87 5.62
O 4.55 3.82 -4.35
C 5.30 4.15 -5.27
O 5.02 5.24 -6.01
C 5.91 5.82 -6.98
C 5.77 5.13 -8.32
C 6.47 3.29 -5.64
H 6.95 5.82 -6.61
H 5.62 6.87 -7.08
H 6.04 4.08 -8.27
H 6.41 5.61 -9.07
H 4.73 5.18 -8.67
H 6.13 2.49 -6.31
H 6.89 2.86 -4.73
H 7.28 3.84 -6.12
O -2.25 -3.58 1.46
C -3.16 -4.09 2.12
O -4.01 -4.97 1.54
C -4.98 -5.76 2.26
C -6.26 -4.98 2.46
C -3.41 -3.67 3.54
H -4.56 -6.14 3.20
H -5.18 -6.64 1.64
H -6.10 -4.09 3.07
H -7.01 -5.61 2.95
H -6.66 -4.65 1.50
H -4.01 -2.76 3.55
H -2.44 -3.46 4.01
H -3.88 -4.43 4.15
O -8.18 -3.94 5.13
C -7.45 -3.32 5.91
O -6.11 -3.32 5.74
C -5.20 -2.49 6.47
C -4.81 -3.14 7.79
C -8.03 -2.65 7.12
H -5.60 -1.48 6.60
H -4.30 -2.39 5.85
H -5.68 -3.27 8.44
H -4.07 -2.53 8.32
H -4.39 -4.14 7.61
H -8.15 -3.38 7.92
H -9.01 -2.24 6.85
H -7.44 -1.80 7.47
O 3.90 -3.56 1.98
C 2.99 -4.07 2.64
O 2.15 -4.95 2.06
C 1.18 -5.74 2.78
C -0.11 -4.96 2.98
C 2.75 -3.65 4.05
H 1.59 -6.12 3.71
H 0.97 -6.62 2.15
H 0.05 -4.07 3.58
H -0.86 -5.59 3.47
H -0.50 -4.63 2.01
H 2.14 -2.74 4.06
H 3.71 -3.44 4.53
H 2.27 -4.41 4.66
O -5.29 7.22 9.04
C -6.23 7.92 9.41
O -7.32 8.07 8.62
C -8.54 8.71 9.03
C -8.46 10.21 8.85
C -6.15 8.68 10.70
H -8.81 8.42 10.05
H -9.33 8.31 8.38
H -7.67 10.65 9.47
H -9.41 10.68 9.11
H -8.21 10.46 7.81
H -5.62 9.62 10.53
H -5.60 8.08 11.43
H -7.12 8.89 11.15
```

These are the Löwdin partial charges, in e, on atoms 1 to 4: number 1, C, carries -0.10; number 2, C, carries -0.23; number 3, O, carries -0.20; number 4, C, carries -0.18

| no. | strongest force on any atom (Eh/bohr) |
| --- | --- |
| 1 | 0.04772 |
| 2 | 0.02793 |
| 3 | 0.06330 |
| 4 | 0.11810 |
| 5 | 0.11211 |